45
Properties=species:S:1:pos:R:3 method="wB97M-V/def2-TZVPD" homo_energy_ev=-9.4 lumo_energy_ev=0.46 mol_weight_g_mol=286.758 e_tot_ev=-26246.359 orbital_gap_ev=9.9
C 2.829 0.121 0.776
C 2.128 1.521 0.373
C 1.329 1.420 -0.986
C 0.829 2.807 -1.583
B -0.087 3.688 -0.595
O 0.244 4.085 0.744
B -0.861 3.604 1.535
F -0.653 2.669 2.556
O -2.168 4.092 1.185
B -2.319 3.631 -0.193
C -3.417 2.564 -0.677
C -2.834 1.088 -0.369
C -3.883 0.220 0.473
C -2.375 0.351 -1.713
O -1.360 4.165 -1.121
H 2.413 -0.678 0.098
H 3.953 0.177 0.768
H 2.526 -0.136 1.836
H 2.974 2.276 0.283
H 1.479 1.797 1.258
H 2.042 0.962 -1.750
H 0.466 0.680 -0.922
H 0.192 2.555 -2.493
H 1.698 3.424 -1.961
H -4.446 2.706 -0.244
H -3.523 2.675 -1.803
H -1.896 1.139 0.279
H -3.290 -0.410 1.213
H -4.540 -0.431 -0.167
H -4.478 0.941 1.121
H -1.986 -0.673 -1.413
H -3.191 0.294 -2.488
H -1.487 0.941 -2.107
C 2.899 -3.794 -0.267
O 2.536 -3.148 -1.231
N 2.077 -4.456 0.590
C 2.587 -5.206 1.719
C 0.645 -4.407 0.365
H 3.965 -3.894 -0.008
H 2.283 -6.251 1.621
H 2.172 -4.792 2.641
H 3.675 -5.154 1.762
H 0.421 -4.819 -0.622
H 0.311 -3.367 0.392
H 0.120 -4.981 1.128

=====

44
Properties=species:S:1:pos:R:3 method="wB97M-V/def2-TZVPD" homo_energy_ev="-13.7 / -13.2" lumo_energy_ev="-7.27 / -8.24" mol_weight_g_mol=514.545 e_tot_ev=-57064.812 orbital_gap_ev="6.5 / 5.0" total_charge=+2
C -0.352 0.034 -2.128
C -0.724 0.346 -0.664
H -0.309 1.020 -2.612
H -1.034 -0.604 -2.705
H 0.612 -0.419 -2.153
O -0.848 1.538 -0.335
I -0.600 -1.048 0.730
Y 1.884 -3.443 -3.151
P 2.818 -0.612 -0.294
C 3.771 0.450 0.857
C 3.641 -2.228 -0.027
H 4.735 -2.149 -0.089
H 4.709 -0.093 -1.704
H 3.291 -3.008 -0.753
H 3.254 -0.544 -2.669
H 3.612 0.156 1.900
H 3.350 -2.579 0.971
C 3.620 0.007 -1.793
H 4.843 0.398 0.607
H 3.348 1.063 -1.914
H 3.431 1.489 0.744
P -3.071 -0.542 -0.291
C -3.848 0.569 0.896
C -3.521 0.057 -1.905
H -3.191 -2.904 -0.766
H -4.739 -2.242 -0.132
H -3.361 -2.583 0.972
C -3.644 -2.221 -0.028
H -3.154 -0.588 -2.711
H -4.618 0.063 -1.910
H -4.882 0.677 0.520
H -3.357 1.556 0.918
H -3.145 1.072 -2.092
H -3.859 0.157 1.915
Cl -0.023 -4.284 -4.331
N -0.365 1.307 3.213
C -0.234 2.510 3.839
C 0.445 3.362 2.962
C 0.740 2.561 1.832
N 0.327 1.300 2.042
H -0.908 0.476 3.412
H -0.525 2.671 4.868
H 0.710 4.406 3.074
H 1.171 2.846 0.885